{"formula": "C52H80F4N17O4", "method": "wB97M-V/def2-TZVPD", "spin_multiplicity": 1, "fmax_ev_per_a": 4.2, "charge": 1, "homo_lumo_gap_ev": 7.8, "e_lumo_ev": -3.332, "species": ["C", "C", "C", "C", "C", "C", "C", "N", "C", "C", "C", "C", "C", "C", "O", "C", "C", "O", "C", "F", "N", "C", "C", "C", "C", "C", "C", "F", "N", "C", "O", "F", "C", "O", "F", "H", "H", "H", "H", "H", "H", "H", "H", "H", "H", "H", "H", "H", "H", "H", "H", "H", "H", "H", "H", "H", "H", "H", "H", "H", "H", "H", "H", "H", "H", "H", "H", "H", "H", "H", "H", "H", "H", "C", "C", "N", "H", "H", "H", "C", "C", "N", "H", "H", "H", "C", "C", "N", "H", "H", "H", "C", "C", "N", "H", "H", "H", "C", "C", "N", "H", "H", "H", "C", "C", "N", "H", "H", "H", "C", "C", "N", "H", "H", "H", "C", "C", "N", "H", "H", "H", "C", "C", "N", "H", "H", "H", "C", "C", "N", "H", "H", "H", "C", "C", "N", "H", "H", "H", "C", "C", "N", "H", "H", "H", "C", "C", "N", "H", "H", "H", "C", "C", "N", "H", "H", "H"], "positions_angstrom": [[7.1009, 1.6841, 2.6773], [6.6534, 1.1485, 1.4977], [5.1339, 1.2052, 1.1826], [4.3837, -0.1875, 1.1276], [5.1263, -1.0328, 2.2327], [2.9249, 0.0927, 1.7160], [2.6487, -0.0998, 3.2625], [3.2834, 0.8513, 4.1693], [2.1416, 1.3538, 1.2291], [0.5949, 1.1616, 1.1644], [-0.1580, 2.4522, 0.6433], [-1.6660, 2.2210, 1.0365], [-2.2910, 1.1484, 0.0620], [-2.9331, -0.0670, 0.7873], [-2.0097, -0.6627, 1.7235], [-2.6403, -1.5376, 2.6011], [-2.9288, -2.9994, 2.1600], [-2.9182, -1.1549, 3.6823], [2.3093, -1.2316, 1.1258], [1.2885, -1.7597, 1.7141], [2.9354, -1.6753, 0.0885], [2.3460, -2.9203, -0.4817], [0.8845, -2.7706, -1.0374], [-0.1402, -3.7679, -0.3616], [4.1638, -0.8965, -0.3013], [5.2753, -1.9149, -0.6896], [6.7362, -1.3910, -0.6940], [5.2715, -3.0788, 0.0803], [3.7741, 0.2119, -1.1968], [2.5294, 0.0357, -1.9211], [2.4700, -0.7462, -2.7917], [1.4514, 0.7735, -1.7038], [4.7307, 0.6183, -2.1860], [5.0790, 1.7174, -2.2819], [5.2344, -0.2388, -3.1205], [6.7366, 2.7055, 2.9222], [7.8172, 1.1452, 3.3251], [7.4359, 0.7500, 0.8291], [4.6828, 1.7690, 2.0305], [4.9983, 1.8552, 0.2889], [6.0907, -1.4606, 1.9031], [4.4868, -1.9141, 2.5009], [5.3068, -0.4721, 3.1635], [1.5460, 0.0293, 3.3982], [2.8449, -1.1316, 3.6333], [4.0958, 0.4906, 4.6516], [3.4217, 1.7766, 3.7836], [2.4803, 1.7799, 0.2653], [2.3199, 2.1544, 1.9907], [0.1229, 0.9095, 2.1346], [0.3068, 0.3434, 0.4553], [-0.0871, 2.5630, -0.4574], [0.2390, 3.3348, 1.1897], [-2.2321, 3.1700, 0.9445], [-1.7631, 1.8687, 2.0903], [-3.0667, 1.6778, -0.5307], [-1.5219, 0.7794, -0.6624], [-3.1688, -0.8161, -0.0148], [-3.9173, 0.1823, 1.2446], [-3.0669, -3.0611, 1.0568], [-2.0443, -3.6272, 2.4016], [-3.8363, -3.3173, 2.7104], [2.9995, -3.3102, -1.2935], [2.3322, -3.7096, 0.3014], [0.4711, -1.7498, -0.8340], [0.8926, -2.8671, -2.1431], [-0.7612, -4.2947, -1.1109], [-0.8405, -3.2033, 0.2969], [0.3814, -4.5023, 0.2860], [5.0588, -2.2565, -1.7321], [7.2549, -1.9262, -1.5252], [7.3186, -1.6188, 0.2191], [6.8553, -0.3106, -0.9137], [-2.7192, -5.8762, 5.2053], [-2.6353, -6.2834, 3.7897], [-2.5708, -6.5921, 2.6921], [-3.7629, -5.8469, 5.5256], [-2.1741, -6.5848, 5.8280], [-2.2815, -4.8851, 5.3280], [-6.2349, -3.2425, 5.3376], [-6.0437, -4.6965, 5.1773], [-5.8955, -5.8203, 5.0384], [-5.4003, -2.8172, 5.8940], [-6.2869, -2.7677, 4.3597], [-7.1605, -3.0450, 5.8777], [-7.4078, 1.7591, 1.2237], [-6.7207, 0.5492, 0.7213], [-6.1938, -0.3873, 0.3328], [-7.0570, 1.9898, 2.2288], [-7.1961, 2.6040, 0.5693], [-8.4846, 1.5921, 1.2503], [-0.8993, 2.9909, -3.9073], [-1.8024, 3.2230, -2.7608], [-2.4999, 3.4025, -1.8739], [0.1382, 3.0517, -3.5789], [-1.0827, 2.0022, -4.3298], [-1.0736, 3.7443, -4.6756], [-9.3259, -0.6233, 3.7870], [-7.8616, -0.4469, 3.8482], [-6.7277, -0.3123, 3.8956], [-9.6355, -0.8005, 2.7568], [-9.6220, -1.4729, 4.4004], [-9.8219, 0.2719, 4.1589], [-8.8801, 0.1285, -2.7320], [-9.7845, 0.3431, -1.5854], [-10.4807, 0.5101, -0.6963], [-7.8446, 0.2362, -2.4101], [-9.0257, -0.8727, -3.1348], [-9.0909, 0.8604, -3.5107], [1.8673, 2.7260, -7.0859], [0.8331, 3.7807, -7.1029], [0.0334, 4.5951, -7.1148], [2.8523, 3.1695, -7.2334], [1.8493, 2.2064, -6.1283], [1.6762, 2.0093, -7.8833], [0.2985, -2.4618, -4.9104], [-0.5125, -1.3461, -5.4365], [-1.1345, -0.4799, -5.8432], [-0.3276, -3.1297, -4.3193], [0.7388, -3.0234, -5.7333], [1.0957, -2.0700, -4.2810], [7.1649, 3.3472, -3.8740], [8.6394, 3.4237, -3.8516], [9.7793, 3.4780, -3.8343], [6.8181, 3.1840, -4.8946], [6.8276, 2.5239, -3.2483], [6.7393, 4.2770, -3.4988], [10.2222, -3.8148, 0.4912], [9.3459, -3.5815, 1.6572], [8.6658, -3.3984, 2.5558], [11.2659, -3.7643, 0.7976], [10.0218, -4.7987, 0.0695], [10.0372, -3.0565, -0.2687], [-2.4894, 7.0979, -0.3264], [-1.4961, 6.3079, 0.4283], [-0.7262, 5.6988, 1.0122], [-2.0065, 7.5959, -1.1654], [-3.2720, 6.4463, -0.7049], [-2.9348, 7.8489, 0.3252], [-5.1719, 4.3217, -4.1550], [-4.7145, 5.4717, -3.3522], [-4.3608, 6.3615, -2.7320], [-5.5064, 4.6637, -5.1335], [-4.3548, 3.6137, -4.2841], [-5.9980, 3.8239, -3.6493], [7.3350, 0.9254, -7.6834], [6.3263, 2.0039, -7.6945], [5.5471, 2.8383, -7.6998], [8.3240, 1.3429, -7.8674], [7.3331, 0.4272, -6.7148], [7.1055, 0.1970, -8.4598], [-8.6653, -3.1890, 8.7431], [-9.2463, -2.1074, 7.9222], [-9.6955, -1.2701, 7.2895], [-9.0710, -3.1450, 9.7526], [-8.9060, -4.1565, 8.3040], [-7.5827, -3.0774, 8.7891]], "forces_ev_per_a": [[-0.4, -0.1, -1.0], [0.0, 0.5, 1.2], [1.1, 1.5, -1.3], [1.4, 1.8, 2.4], [-0.7, -1.7, -0.7], [-0.9, -2.7, -0.8], [-0.4, 0.5, 0.8], [-0.1, -0.5, -0.3], [-0.6, 0.5, 0.5], [-0.3, 0.5, -0.9], [-0.4, -0.9, 1.6], [0.1, 0.0, -0.8], [-0.2, 0.1, 0.9], [-0.4, 0.0, -1.7], [-0.3, -0.4, -0.2], [0.0, -0.8, -0.9], [0.3, 0.9, -0.5], [-0.2, 0.3, 1.3], [1.1, 3.9, 1.1], [0.5, -0.7, -1.2], [-1.8, -1.7, -0.1], [-0.1, -1.3, -1.3], [-0.7, 0.4, 0.3], [0.1, 0.4, 0.1], [-0.6, 0.0, 4.0], [1.0, -0.1, -1.8], [0.5, -0.1, -0.9], [-0.7, 0.9, 0.1], [-0.3, -0.6, -1.2], [-0.2, -0.5, -0.7], [-0.1, -1.3, -1.2], [1.2, 0.5, 1.1], [0.4, -0.5, -0.8], [0.3, 2.2, 0.3], [-0.9, -0.7, 1.2], [-0.7, -1.3, 1.0], [0.7, 1.2, -1.0], [-0.9, -1.1, 0.6], [0.3, -0.5, -0.6], [-0.4, -0.6, 0.3], [-0.5, 0.4, 0.2], [0.6, 0.5, -0.2], [-0.2, 0.0, -0.7], [0.8, -0.2, -0.4], [0.1, 0.8, -0.4], [0.0, 0.3, -0.3], [0.1, -0.2, 0.2], [0.1, -0.5, 0.6], [0.0, -0.5, -0.6], [0.6, 0.0, -0.4], [0.4, 0.3, 0.6], [0.2, 0.1, 0.7], [-0.2, -0.4, -0.6], [0.4, -0.5, 0.0], [0.2, 0.3, -0.7], [0.4, -0.8, 0.3], [-0.5, 0.2, 0.5], [0.1, 0.4, 0.7], [0.9, 0.0, 0.1], [-0.1, 0.0, 0.8], [-0.7, 0.3, 0.1], [0.7, 0.0, -0.4], [-0.3, 0.5, 0.7], [0.3, 0.7, -0.3], [0.6, -0.6, -0.2], [0.1, -0.1, 0.8], [0.5, 0.2, 0.4], [0.6, -0.4, -0.5], [-0.4, 0.2, -0.5], [-0.1, 0.3, 0.7], [-0.4, 0.4, 0.6], [-0.8, 0.1, -0.3], [-0.3, -0.6, 0.2], [0.0, -0.1, -0.3], [-0.2, 0.3, 1.3], [0.1, -0.1, -0.8], [0.3, -0.1, -0.2], [0.0, 0.0, -0.1], [0.0, 0.0, 0.0], [0.1, -0.5, -0.1], [-0.3, 1.3, 0.1], [0.0, -0.7, -0.1], [0.0, 0.0, -0.1], [0.0, 0.0, 0.1], [0.0, 0.0, 0.0], [0.2, -0.4, -0.1], [-0.7, 1.1, 0.5], [0.3, -0.6, -0.3], [0.0, -0.1, 0.0], [0.0, -0.1, 0.0], [0.0, 0.0, -0.1], [-0.4, 0.0, 0.3], [0.8, -0.2, -1.0], [-0.4, 0.3, 0.3], [0.0, 0.1, 0.0], [0.0, 0.0, 0.0], [0.0, 0.0, 0.0], [0.4, 0.0, -0.1], [-1.3, -0.1, 0.0], [0.7, 0.1, 0.0], [0.1, 0.0, 0.0], [0.0, 0.1, 0.0], [0.0, -0.1, 0.1], [-0.3, 0.1, 0.3], [0.8, -0.2, -1.0], [-0.4, 0.1, 0.7], [0.0, 0.0, 0.0], [0.0, 0.0, 0.0], [0.0, 0.0, 0.0], [-0.3, 0.4, -0.1], [1.0, -1.0, 0.0], [-0.6, 0.5, 0.1], [0.0, 0.0, 0.0], [0.0, 0.0, 0.0], [0.0, 0.0, 0.0], [-0.2, 0.3, -0.2], [0.7, -1.0, 0.5], [-0.4, 0.7, -0.2], [0.0, 0.0, -0.1], [-0.1, 0.0, 0.0], [0.0, 0.1, -0.1], [0.6, 0.0, 0.0], [-1.3, 0.0, -0.1], [0.8, 0.0, 0.0], [0.0, 0.1, 0.0], [0.1, 0.2, -0.1], [0.0, 0.0, 0.0], [-0.3, 0.0, 0.4], [0.8, -0.2, -1.1], [-0.5, 0.2, 0.5], [0.0, 0.0, 0.0], [0.0, 0.0, 0.0], [0.0, 0.0, 0.0], [0.4, -0.3, 0.4], [-0.9, 0.7, -0.7], [0.5, -0.4, 0.4], [0.0, -0.1, 0.0], [0.1, 0.0, 0.0], [0.1, 0.0, 0.0], [0.1, 0.4, 0.2], [-0.4, -1.1, -0.7], [0.1, 0.6, 0.3], [0.0, 0.0, 0.0], [0.0, 0.0, 0.0], [0.0, 0.0, 0.0], [-0.3, 0.4, 0.0], [0.9, -1.0, 0.0], [-0.6, 0.5, 0.1], [0.0, 0.0, 0.0], [0.0, 0.0, 0.0], [0.0, 0.0, 0.0], [-0.2, 0.3, -0.3], [0.5, -1.0, 0.8], [-0.2, 0.5, -0.5], [0.0, 0.0, 0.0], [0.0, 0.0, 0.0], [0.0, 0.0, 0.0]], "mulliken_charge": [-0.90, -0.62, -0.07, 1.42, -2.04, 1.18, -1.84, -0.49, -0.62, 0.36, -0.22, -1.16, -0.02, -0.85, 0.17, 0.22, -0.66, -0.51, -1.13, -0.32, 0.33, -1.45, 1.33, -1.30, 2.00, -0.89, -1.08, -0.44, 1.45, -0.12, -0.64, -0.12, 0.19, -0.48, -0.29, 0.28, 0.30, 0.30, 0.33, 0.09, 0.25, 0.36, 0.39, 0.46, 0.41, 0.36, 0.24, 0.21, 0.84, 0.47, -0.67, -0.34, 0.65, 0.42, 0.60, 0.58, -0.15, 0.33, 0.18, 0.36, 0.16, 0.18, 0.29, 0.69, -0.35, -0.22, 0.38, 0.13, 0.35, 0.74, 0.45, 0.08, 0.11, -0.66, 0.42, -0.45, 0.13, 0.33, 0.22, -0.28, 0.36, -0.52, 0.30, 0.05, 0.07, -1.01, 0.54, -0.51, 0.36, 0.36, 0.31, -0.74, 0.18, -0.29, 0.29, 0.13, 0.42, -0.91, 0.48, -0.44, 0.32, 0.29, 0.30, -0.70, 0.35, -0.40, 0.22, 0.27, 0.28, -0.34, 0.32, -0.43, 0.21, 0.03, 0.27, -0.12, 0.32, -0.41, 0.23, 0.36, -0.25, 0.12, 0.22, -0.37, 0.04, -0.28, 0.30, -0.77, 0.36, -0.38, 0.31, 0.27, 0.24, -0.76, 0.39, -0.40, 0.26, 0.17, 0.35, -0.70, 0.37, -0.41, 0.33, 0.17, 0.21, -0.75, 0.36, -0.41, 0.28, 0.20, 0.32, -0.83, 0.37, -0.39, 0.34, 0.28, 0.27]}